{
  "formula": "C6H10O2",
  "method": "wB97M-V/def2-TZVPD",
  "elements": ["C", "C", "C", "C", "O", "C", "C", "O", "H", "H", "H", "H", "H", "H", "H", "H", "H", "H"],
  "xyz": [[-2.20589, 0.49353, -0.21058], [-0.83685, -0.10268, -0.13780], [-0.71541, -1.47959, 0.45068], [0.23314, 0.55035, -0.60868], [0.15846, 1.82976, -1.09200], [1.66144, -0.07441, -0.53154], [2.07939, 0.17453, 0.88464], [1.45439, 0.90658, 1.60300], [-2.81713, -0.03962, -0.94215], [-2.69448, 0.41731, 0.75832], [-2.15512, 1.53976, -0.49994], [0.01429, -1.49654, 1.25894], [-0.41583, -2.21035, -0.30160], [-1.67010, -1.79779, 0.86282], [0.91467, 2.33899, -0.76750], [2.36231, 0.41221, -1.21370], [1.62515, -1.14357, -0.74526], [3.00757, -0.31846, 1.23233]],
  "atomic_forces_ev_per_a": [[0.1, 0.2, 0.0], [0.4, 0.4, -0.7], [0.1, 0.0, -0.2], [0.6, -1.2, 0.1], [0.1, 0.3, -0.2], [-1.9, 0.7, 0.1], [0.6, 0.0, 0.2], [0.4, 0.1, 0.5], [-0.1, 0.0, 0.0], [-0.2, 0.0, 0.1], [-0.1, 0.0, 0.0], [0.0, -0.1, 0.1], [0.0, -0.2, 0.0], [0.0, 0.0, 0.0], [-0.2, -0.2, 0.0], [0.0, -0.1, -0.1], [0.2, 0.0, 0.0], [0.0, 0.0, 0.1]],
  "multiplicity": 1,
  "e_tot_ev": -10477.9762,
  "fmax_ha_per_bohr": 0.04022,
  "smiles": "CC(C)=C(O)CC=O"
}



{
  "formula": "C27H15BBr2N4O5Pt",
  "method": "wB97M-V/def2-TZVPD",
  "elements": ["Pt", "Br", "C", "C", "C", "Br", "C", "C", "C", "C", "N", "C", "C", "O", "H", "H", "H", "H", "O", "N", "O", "C", "C", "C", "C", "C", "C", "N", "C", "C", "N", "C", "C", "C", "C", "H", "H", "H", "H", "H", "H", "H", "O", "B", "O", "C", "C", "C", "C", "C", "C", "H", "H", "H", "H"],
  "xyz": [[0.15318, 0.54710, -1.20988], [0.55878, 5.73448, -1.09801], [1.89475, 4.40751, -1.22124], [3.23890, 4.77963, -1.21601], [4.22613, 3.83455, -1.28659], [6.03937, 4.39764, -1.25327], [3.90611, 2.46506, -1.37273], [4.85257, 1.41645, -1.41679], [4.42873, 0.12343, -1.49677], [3.05593, -0.15814, -1.53872], [2.14315, 0.78875, -1.48751], [2.53760, 2.10463, -1.39675], [1.47699, 3.07762, -1.30368], [0.24430, 2.70964, -1.30049], [3.50020, 5.82669, -1.14863], [5.90808, 1.64828, -1.38358], [5.13770, -0.69181, -1.53528], [2.69962, -1.17322, -1.63652], [-5.08218, 0.51307, 4.52776], [-3.88896, 0.72316, 4.45316], [-3.17705, 0.95123, 5.41092], [-3.26451, 0.69161, 3.11035], [-4.11399, 0.66119, 2.07645], [-3.65435, 0.63142, 0.72803], [-4.56060, 0.63797, -0.34248], [-4.08537, 0.59927, -1.62046], [-2.70819, 0.52644, -1.82451], [-1.83087, 0.51735, -0.83251], [-2.28233, 0.59701, 0.45944], [-1.35543, 0.65059, 1.58319], [-0.04680, 0.66300, 1.29896], [0.83602, 0.72064, 2.25956], [0.46562, 0.77155, 3.60762], [-0.86251, 0.76145, 3.93156], [-1.83519, 0.70473, 2.91190], [-5.17554, 0.66308, 2.28064], [-5.62293, 0.67971, -0.13449], [-4.74923, 0.61112, -2.47281], [-2.28997, 0.46412, -2.81753], [1.87908, 0.72312, 1.95579], [1.21977, 0.82342, 4.38131], [-1.16916, 0.80398, 4.96302], [0.28467, -2.32408, -2.38652], [0.12388, -1.46731, -1.28059], [-0.06235, -2.26634, -0.12393], [-0.00340, -3.57341, -0.53750], [-0.11410, -4.72110, 0.21201], [-0.00363, -5.93251, -0.47272], [0.20572, -5.96714, -1.84627], [0.31509, -4.79359, -2.59450], [0.20781, -3.60784, -1.90653], [-0.27987, -4.67778, 1.28050], [-0.08153, -6.86165, 0.07678], [0.28628, -6.92250, -2.34865], [0.47402, -4.81326, -3.66451]],
  "atomic_forces_ev_per_a": [[0.4, -0.3, -1.0], [0.0, 0.0, 0.0], [-0.1, 0.0, 0.0], [0.0, 0.0, 0.0], [0.1, 0.1, 0.0], [0.0, 0.0, 0.0], [-0.1, -0.1, 0.0], [0.0, 0.0, 0.0], [0.1, 0.0, 0.0], [0.0, -0.1, -0.1], [0.1, 0.1, 0.1], [0.0, 0.0, 0.0], [-0.1, 0.0, -0.1], [0.2, -0.1, 0.2], [0.0, 0.0, 0.0], [0.0, 0.0, 0.0], [0.0, 0.0, 0.0], [0.0, 0.0, 0.0], [0.1, 0.0, -0.1], [0.0, -0.1, 0.2], [-0.2, 0.1, 0.0], [0.2, 0.0, 0.1], [-0.4, 0.0, -0.1], [0.1, 0.0, -0.1], [-0.1, 0.0, 0.1], [-0.1, 0.0, -0.1], [0.1, 0.0, 0.0], [-0.3, 0.1, 0.7], [0.0, 0.0, -0.2], [0.0, 0.0, 0.0], [-0.2, 0.1, 0.4], [0.0, 0.0, 0.1], [0.2, 0.0, 0.0], [0.0, 0.0, 0.1], [0.1, 0.0, 0.0], [0.0, 0.0, -0.1], [0.0, 0.0, 0.0], [0.0, 0.0, 0.0], [0.0, 0.0, 0.0], [0.0, 0.0, 0.0], [0.0, 0.0, 0.0], [0.1, 0.0, -0.1], [0.1, 0.0, 0.0], [0.0, 0.3, 0.2], [0.0, -0.1, -0.1], [0.0, 0.1, 0.0], [0.0, 0.0, 0.0], [0.0, 0.0, 0.0], [0.0, 0.0, 0.0], [0.0, -0.1, 0.0], [0.0, 0.0, 0.0], [0.0, 0.0, 0.0], [0.0, 0.0, 0.0], [0.0, 0.0, 0.0], [0.0, 0.0, 0.0]],
  "multiplicity": 1,
  "e_tot_ev": -188449.6880,
  "fmax_ha_per_bohr": 0.02226
}



{
  "formula": "C4HFOS2",
  "method": "wB97M-V/def2-TZVPD",
  "elements": ["O", "C", "S", "C", "S", "C", "C", "F", "H"],
  "xyz": [[1.76673, 1.85324, -0.80610], [1.01619, 1.03360, -0.36713], [-0.15990, 0.13784, -1.44061], [-0.83986, -0.70776, -0.05783], [-1.96234, -1.88456, -0.03190], [-0.11784, -0.33115, 1.16200], [0.84175, 0.59254, 1.02614], [1.64863, 1.15233, 1.92627], [-0.41707, -0.77274, 2.09352]],
  "atomic_forces_ev_per_a": [[0.0, -0.2, 0.4], [0.0, 0.5, -1.4], [-0.1, 0.0, 0.5], [0.4, -0.6, 0.1], [0.2, 0.6, -0.3], [0.4, 0.7, 0.8], [-0.2, -0.2, -0.2], [-0.6, -0.6, -0.2], [0.0, -0.1, 0.2]],
  "multiplicity": 1,
  "e_tot_ev": -30598.5411,
  "fmax_ha_per_bohr": 0.02781,
  "smiles": "O=C1SC(=S)C=C1F"
}



{
  "formula": "C29H38CaNO3P2Si",
  "method": "wB97M-V/def2-TZVPD",
  "elements": ["Ca", "P", "C", "C", "N", "C", "C", "C", "C", "C", "P", "H", "H", "H", "H", "H", "H", "H", "H", "O", "H", "H", "O", "H", "C", "H", "H", "H", "C", "H", "H", "H", "C", "H", "H", "H", "C", "H", "H", "H", "O", "Si", "C", "C", "C", "C", "C", "C", "C", "C", "C", "C", "C", "C", "C", "C", "C", "C", "C", "C", "H", "H", "H", "H", "H", "H", "H", "H", "H", "H", "H", "H", "H", "H", "H"],
  "xyz": [[0.08281, 0.19310, -1.09725], [2.62870, -1.36147, -1.13833], [2.57948, -2.31121, -2.80901], [1.18950, -1.97367, -3.50661], [0.01937, -1.19012, -3.22860], [-1.21719, -1.50759, -3.74993], [-1.29083, -2.52151, -4.70816], [-0.10762, -3.09099, -5.21957], [1.12628, -2.62127, -4.76672], [-2.60073, -0.95746, -3.25425], [-2.44137, 0.72838, -2.31545], [2.09932, -3.04393, -5.07316], [-2.23295, -2.90936, -5.09105], [-0.06587, -3.89736, -5.96152], [-3.30566, -0.74539, -4.10187], [-3.06670, -1.66645, -2.52302], [2.81672, 1.47290, -3.73560], [3.08925, -1.50707, -3.53437], [-0.42658, 2.88936, -2.74745], [3.46914, 2.11419, -3.45133], [3.33979, 2.69210, -4.17239], [-0.11425, 2.15594, -0.49658], [-0.76403, 3.31585, -1.91635], [-0.26133, 4.17415, -1.82533], [-2.81473, 1.84805, -3.65068], [-3.73487, 1.58606, -4.14632], [-2.90575, 2.84199, -3.23747], [-2.01217, 1.82752, -4.38191], [-4.07149, 0.73828, -1.40505], [-4.05608, 1.65986, -0.76949], [-4.92355, 0.80086, -2.13002], [-4.18138, -0.16239, -0.74630], [2.34868, -3.09579, -0.56908], [3.22736, -3.58965, -1.00466], [2.24258, -3.18137, 0.51424], [1.46900, -3.40862, -1.15709], [4.39525, -0.84614, -0.84788], [4.56675, -0.65305, 0.22634], [5.06671, -1.65910, -1.16209], [4.67191, 0.08004, -1.39355], [-0.05447, 1.69352, 0.30503], [-0.08440, 0.89407, 1.86054], [1.44409, -0.20050, 2.42151], [1.36797, -1.50304, 2.95967], [2.50444, -2.17482, 3.44492], [3.75720, -1.54123, 3.39622], [3.85442, -0.26382, 2.84308], [2.71636, 0.38558, 2.34635], [-0.24909, 2.28822, 3.05267], [-1.41244, 2.56313, 3.78987], [-1.56838, 3.80542, 4.43452], [-0.56748, 4.78706, 4.29694], [0.57193, 4.53443, 3.52359], [0.71747, 3.29703, 2.89239], [-1.49895, -0.38726, 2.32992], [-2.18121, -1.10550, 1.33421], [-3.21479, -1.99989, 1.67147], [-3.55960, -2.21032, 3.01107], [-2.86101, -1.54505, 4.02348], [-1.82700, -0.65427, 3.67869], [0.40093, -2.01129, 3.01298], [2.40888, -3.17593, 3.86433], [4.63485, -2.04539, 3.78522], [4.82598, 0.23925, 2.80196], [2.82314, 1.37317, 1.88664], [-2.20354, 1.81796, 3.85264], [-2.46281, 3.99191, 5.03371], [-0.68301, 5.74710, 4.80327], [1.35682, 5.29913, 3.40768], [1.58578, 3.12571, 2.24940], [-1.90955, -0.97792, 0.27082], [-3.73539, -2.52761, 0.88222], [-4.35679, -2.88803, 3.26468], [-3.09800, -1.70105, 5.06972], [-1.27583, -0.14741, 4.48358]],
  "atomic_forces_ev_per_a": [[1.3, -3.9, -2.8], [-0.4, -0.9, -1.4], [-1.6, 5.8, -2.2], [-0.3, 0.5, -1.1], [0.4, -0.6, 2.2], [0.2, -1.6, -1.2], [0.0, 0.0, 0.0], [1.5, 0.9, -0.1], [-0.4, -1.5, 0.7], [1.0, 1.2, 0.6], [-1.4, -2.3, -0.1], [-0.8, 0.0, -0.2], [0.0, 0.3, 0.3], [-0.5, 0.5, 0.1], [0.7, -0.6, 0.7], [0.4, 0.4, -0.7], [0.0, -1.0, 0.4], [0.1, -1.7, 0.8], [-0.5, 0.9, 0.8], [-0.5, -0.9, 0.8], [0.5, 1.8, -1.2], [-0.9, 3.0, -1.1], [1.6, 0.2, -0.5], [-0.7, -1.2, -0.2], [0.3, 0.6, -0.3], [-0.4, -0.2, -0.2], [0.0, 0.4, -0.1], [0.1, 0.1, -0.2], [0.1, 0.3, 0.3], [-0.3, -0.8, -0.4], [0.7, -0.1, 0.6], [0.1, 0.9, -0.6], [0.4, 0.6, 1.2], [-0.4, -0.3, 0.6], [-0.1, -0.5, 0.0], [0.3, 0.0, 0.6], [0.0, -0.2, 0.2], [-0.2, -0.1, -0.4], [-0.2, 0.2, 0.0], [-0.4, -0.6, 0.1], [0.4, -1.8, 4.4], [-0.2, -1.0, 2.8], [0.2, 0.5, -1.2], [-0.2, -0.1, 0.0], [0.0, 0.8, -0.2], [-0.7, 0.0, -0.1], [-0.1, 0.2, 0.0], [0.3, -0.1, 0.1], [-0.2, 0.9, -0.8], [0.2, 0.6, 0.2], [0.6, -0.2, -0.3], [-0.3, -0.4, 0.1], [0.1, 0.0, 0.0], [-0.2, 0.4, 0.4], [0.0, 0.4, -1.3], [-0.3, -0.2, 0.6], [0.5, 0.3, 0.1], [0.5, 0.5, -0.3], [0.6, 0.4, -0.8], [-0.1, 0.1, 0.0], [0.4, 0.2, 0.0], [0.0, 0.3, -0.1], [-0.1, 0.1, -0.1], [-0.4, -0.2, 0.0], [0.1, -0.3, 0.2], [0.1, 0.3, 0.0], [0.3, 0.0, -0.2], [0.0, -0.3, -0.2], [-0.5, -0.4, 0.1], [-0.2, 0.1, 0.3], [-0.3, -0.1, 0.4], [0.0, -0.1, 0.1], [-0.1, -0.1, 0.0], [0.0, 0.0, -0.1], [-0.3, -0.2, -0.4]],
  "multiplicity": 1,
  "charge": 1,
  "e_tot_ev": -83208.5561,
  "fmax_ha_per_bohr": 0.12516
}



{
  "formula": "C28H34Cl3GeN6O11PSTi",
  "method": "wB97M-V/def2-TZVPD",
  "elements": ["Ti", "O", "N", "C", "C", "C", "C", "C", "S", "H", "H", "H", "H", "N", "N", "H", "H", "H", "H", "Cl", "Ge", "Cl", "Cl", "O", "C", "O", "C", "C", "C", "C", "O", "C", "O", "C", "C", "H", "H", "H", "H", "H", "C", "P", "C", "C", "O", "H", "H", "H", "H", "H", "H", "H", "H", "H", "O", "C", "O", "C", "C", "C", "C", "C", "C", "N", "O", "O", "H", "H", "H", "H", "N", "C", "N", "C", "C", "O", "C", "C", "H", "H", "H", "H", "H", "H", "H", "H"],
  "xyz": [[0.61885, -0.71189, -0.14269], [0.95844, -2.20751, -1.14970], [0.33984, -2.98768, -2.05134], [-0.91724, -3.42084, -1.76069], [-1.52856, -4.38438, -2.50162], [-0.85962, -4.94311, -3.59872], [0.38231, -4.45428, -3.92451], [1.00426, -3.44018, -3.17622], [2.45887, -2.74106, -3.72442], [-1.36807, -2.93512, -0.91079], [-2.52178, -4.70985, -2.22831], [-1.30708, -5.73772, -4.17842], [0.92147, -4.83514, -4.77723], [1.24203, -3.19183, 1.75585], [1.63118, -1.81517, 1.53057], [1.73465, -3.73147, 1.04470], [0.24874, -3.25599, 1.56455], [2.65698, -1.80686, 1.43464], [1.40804, -1.30168, 2.37925], [3.51385, -3.98847, -0.58237], [3.70014, -1.84212, -1.43003], [5.67885, -2.10752, -2.60152], [4.85371, -1.12919, 0.55481], [-0.39809, -0.01859, 2.01144], [-1.13087, -0.97593, 1.70181], [-0.95933, -1.54623, 0.55409], [-2.11018, -1.58506, 2.62414], [-2.30187, -1.06141, 3.89821], [-3.12786, -1.68097, 4.82968], [-3.74787, -2.84446, 4.44213], [-4.58719, -3.65282, 5.16035], [-4.89262, -4.74878, 4.31187], [-4.28788, -4.53624, 3.04825], [-3.56758, -3.37306, 3.16859], [-2.76485, -2.77178, 2.24229], [-1.77961, -0.15070, 4.15727], [-3.26679, -1.28321, 5.82458], [-5.97741, -4.83558, 4.19161], [-4.50901, -5.67640, 4.75334], [-2.62118, -3.19193, 1.25819], [-0.72102, 1.68071, -3.82086], [0.42705, 0.27050, -3.92194], [-0.59523, -1.03098, -4.68249], [1.68556, 0.71531, -5.14854], [1.05213, -0.08365, -2.61809], [-1.27877, 1.79645, -4.74980], [-0.15738, 2.58886, -3.60959], [-1.40003, 1.49995, -2.98817], [-1.09378, -0.63535, -5.56785], [-1.33979, -1.36514, -3.95819], [0.03208, -1.87128, -4.96797], [1.24769, 0.98402, -6.10939], [2.35385, -0.13765, -5.26110], [2.25796, 1.55249, -4.74957], [1.26496, 2.36163, -0.53673], [2.03329, 1.61394, 0.30192], [2.09266, 0.34336, 0.10249], [2.60735, 2.27714, 1.40763], [3.28222, 1.55205, 2.42299], [3.68281, 2.17551, 3.57206], [3.44548, 3.54804, 3.75511], [2.84669, 4.29634, 2.72966], [2.43819, 3.67601, 1.58335], [3.78223, 4.17434, 4.98213], [3.54851, 5.37522, 5.11399], [4.28381, 3.49475, 5.87369], [3.46604, 0.49840, 2.26803], [4.17172, 1.62396, 4.36106], [2.70367, 5.35685, 2.87453], [1.96662, 4.24615, 0.79824], [-0.51140, 0.76665, -0.64428], [-0.11164, 1.93532, -0.65097], [-0.92328, 3.07748, -0.76435], [-1.78620, 3.27596, 0.40003], [-2.84569, 4.30365, 0.03543], [-2.26379, 5.52110, -0.39645], [-1.41474, 5.30828, -1.50815], [-0.29914, 4.33256, -1.16364], [-1.20453, 3.63346, 1.26286], [-2.24636, 2.32216, 0.65648], [-3.46308, 4.55037, 0.89877], [-3.47646, 3.89622, -0.76671], [-1.01069, 6.28375, -1.77904], [-1.99873, 4.90503, -2.34841], [0.31185, 4.76282, -0.36139], [0.33761, 4.15946, -2.03042]],
  "atomic_forces_ev_per_a": [[0.8, 0.1, -1.4], [-0.3, -1.1, -0.8], [-0.5, -0.9, -0.4], [0.2, 0.1, 0.1], [-0.4, 0.0, 0.1], [0.7, 0.3, -0.1], [-1.1, -0.8, 0.0], [1.6, 1.5, 0.0], [-0.8, -0.9, -0.2], [0.0, -0.1, 0.1], [0.0, 0.1, 0.1], [0.0, 0.0, 0.0], [0.1, 0.1, 0.0], [0.2, 0.0, 0.4], [-0.3, -0.2, -0.2], [0.0, 0.0, -0.1], [0.0, 0.0, -0.2], [0.0, 0.1, -0.2], [0.3, 0.0, 0.1], [-0.1, -0.5, 0.1], [0.8, 0.7, 0.0], [-0.1, -0.1, -0.1], [0.3, 0.1, 0.7], [-0.4, -0.4, -0.1], [0.4, 0.5, 0.2], [-1.3, -0.8, 0.9], [-0.4, -0.3, 0.4], [0.2, 0.2, -0.3], [-0.2, -0.2, 0.2], [0.1, -0.1, -0.3], [0.2, 0.3, 0.0], [-0.4, -0.7, 0.1], [0.1, 0.2, -0.1], [-0.1, 0.0, 0.3], [0.1, 0.1, -0.1], [0.0, 0.0, 0.0], [0.0, 0.0, 0.0], [0.1, 0.2, 0.0], [0.1, 0.1, 0.0], [0.0, 0.0, 0.0], [0.3, -0.3, 0.0], [0.0, 0.0, -0.3], [0.2, 0.3, 0.1], [-0.2, -0.1, 0.2], [-0.3, 0.1, 0.2], [0.0, 0.0, 0.0], [0.0, 0.0, 0.0], [-0.1, 0.0, 0.0], [-0.1, 0.0, 0.0], [0.0, 0.0, 0.0], [0.1, 0.0, 0.0], [0.0, 0.0, 0.0], [0.0, 0.0, 0.0], [0.0, 0.0, 0.0], [-0.7, -0.1, 0.0], [0.2, 0.7, 0.3], [0.4, 0.6, 0.4], [-0.1, -0.1, -0.1], [-0.1, -0.1, -0.2], [0.1, 0.2, 0.3], [-0.2, -0.5, -0.9], [0.1, 0.1, 0.3], [0.0, -0.1, -0.1], [0.2, 0.4, 0.7], [0.0, -0.2, -0.1], [-0.1, 0.0, -0.2], [0.1, 0.0, 0.0], [0.0, 0.0, 0.0], [0.0, 0.0, 0.0], [0.0, 0.0, 0.0], [-0.2, 0.3, 0.5], [0.6, 0.8, 0.0], [0.2, -0.1, -0.1], [-0.3, 0.1, -0.1], [0.1, -0.1, 0.0], [0.0, 0.0, 0.0], [0.1, -0.1, 0.0], [-0.2, 0.1, 0.0], [0.0, 0.0, 0.0], [0.0, 0.0, 0.0], [0.0, 0.0, 0.0], [0.0, 0.0, 0.0], [0.0, 0.0, 0.0], [0.0, 0.1, 0.0], [0.0, 0.0, 0.0], [0.0, 0.1, 0.0]],
  "multiplicity": 2,
  "charge": -1,
  "e_tot_ev": -198377.8596,
  "fmax_ha_per_bohr": 0.04180
}



{
  "formula": "C2H3NS4",
  "method": "wB97M-V/def2-TZVPD",
  "elements": ["S", "C", "S", "C", "N", "S", "S", "H", "H", "H"],
  "xyz": [[-1.17097, -1.06285, -1.44527], [-0.02793, 0.33600, -0.47784], [-1.09136, 1.82204, -0.38781], [0.31880, -0.11110, 0.88434], [1.55292, -0.40870, 1.18776], [2.74363, -0.21360, 0.09578], [1.43529, 0.57367, -1.41145], [-1.29380, -1.97873, -0.48515], [-1.95336, 1.38484, 0.51490], [-0.51322, -0.34156, 1.52474]],
  "atomic_forces_ev_per_a": [[0.7, 1.0, 0.6], [-1.9, -1.0, -0.7], [0.8, 0.7, -0.6], [2.7, -1.3, 0.1], [-2.5, 0.3, 0.5], [-0.7, 0.3, -0.5], [0.9, 0.5, -0.5], [0.2, -0.1, 0.3], [-0.3, -0.5, 0.3], [0.1, 0.1, 0.6]],
  "multiplicity": 1,
  "e_tot_ev": -46952.1206,
  "fmax_ha_per_bohr": 0.05856,
  "smiles": "SC1(S)C=NSS1"
}